Arrangement a

{"formula": "C32H48O24", "method": "the ωB97M-V functional and the def2-TZVPD basis", "smiles": "C[C@H]1COC(=O)O1.C[C@H]1COC(=O)O1.C[C@H]1COC(=O)O1.C[C@H]1COC(=O)O1.C[C@H]1COC(=O)O1.C[C@H]1COC(=O)O1.C[C@H]1COC(=O)O1.C[C@H]1COC(=O)O1", "homo_lumo_gap_ev": 10.691, "spin_multiplicity": 1, "molar_mass_g_mol": 816.71, "homo_energy_ev": -10.880, "species": ["H", "H", "H", "H", "O", "O", "H", "C", "H", "H", "C", "C", "C", "H", "H", "H", "H", "H", "H", "H", "C", "H", "O", "H", "H", "H", "O", "H", "O", "C", "C", "C", "H", "H", "C", "O", "C", "H", "O", "H", "H", "C", "H", "C", "H", "C", "C", "C", "C", "C", "C", "O", "O", "O", "O", "H", "O", "C", "H", "H", "H", "O", "C", "H", "C", "C", "H", "C", "H", "H", "C", "O", "O", "H", "C", "H", "O", "H", "C", "O", "H", "H", "H", "H", "O", "H", "O", "H", "C", "O", "H", "C", "C", "O", "H", "O", "H", "O", "O", "C", "C", "C", "H", "H"], "coordinates": [[3.78, -3.68, 1.95], [-0.30, -0.01, -1.30], [-2.23, -4.48, 0.08], [7.06, -1.49, 2.83], [-1.85, 5.48, 3.36], [2.34, -5.86, 2.38], [-0.77, 1.31, -5.80], [-1.08, 4.80, 1.26], [0.10, 0.91, -3.69], [-5.88, -0.84, 5.17], [4.50, -3.28, 1.24], [3.81, 4.21, -1.23], [-0.69, 6.14, 3.01], [-3.66, 0.91, -3.67], [-1.64, -6.22, 0.34], [-0.45, -2.15, 0.85], [-1.50, 5.21, 0.34], [-1.67, -6.28, 3.14], [1.94, -2.20, 0.86], [-2.79, -5.49, 1.32], [-4.59, 2.09, -2.24], [6.02, -4.02, 2.51], [-0.58, -0.28, 1.36], [5.51, 2.90, -1.32], [3.92, 5.20, -1.66], [-2.32, 3.61, 2.71], [-0.15, 5.66, 1.89], [-3.72, -1.23, 5.21], [0.38, -5.66, 3.49], [-0.97, -5.43, 3.17], [1.19, -5.58, 2.39], [-3.91, -1.15, 4.14], [-5.08, 2.03, -1.26], [-3.37, 0.91, 3.75], [2.71, 2.28, -1.75], [0.16, 0.91, 3.16], [0.01, -1.21, 0.49], [0.39, -1.49, -1.66], [3.92, 2.07, -2.29], [6.20, 4.39, -2.97], [-0.03, 3.02, 1.80], [-2.19, 4.60, 2.27], [4.69, 4.09, -4.01], [-0.42, 3.46, 0.88], [0.45, 3.63, 0.24], [1.48, -1.22, 0.79], [-0.82, -4.79, 1.80], [1.90, 0.09, -4.29], [6.06, -1.85, 2.60], [-1.22, -1.44, -4.73], [5.89, -3.17, 1.84], [0.48, -5.14, 1.35], [6.73, -3.25, 0.70], [-0.23, 7.02, 3.66], [6.54, -4.54, -1.17], [-4.68, -0.01, -2.54], [4.79, -4.07, 0.10], [0.33, 0.23, 2.21], [4.06, -2.31, 1.01], [-2.75, 3.04, -2.56], [2.35, -0.58, -5.03], [-1.95, -2.36, -4.47], [-3.95, 0.79, -2.62], [5.54, -1.78, 3.55], [-5.45, -0.90, 4.17], [4.73, 3.23, -2.01], [5.98, 2.95, -3.83], [-1.87, -5.24, 0.77], [-1.46, -4.71, 3.82], [1.94, -0.69, -0.05], [5.41, 3.71, -3.29], [-5.63, 2.44, -3.13], [-5.89, -2.04, 3.43], [-1.35, -1.40, -1.10], [-0.33, -1.05, -0.97], [-3.15, 4.79, 1.79], [-5.10, -4.10, 2.93], [-0.83, -3.71, 1.91], [-5.48, 3.72, -3.53], [2.54, 3.60, -1.56], [5.73, -1.00, 1.98], [-3.05, 0.60, -2.03], [-3.53, 3.82, -1.17], [-5.79, -0.04, 3.59], [-6.27, 4.27, -4.22], [-3.01, -0.17, 2.36], [1.99, 1.44, -1.28], [-1.06, 2.80, 0.30], [-4.93, -2.97, 3.26], [-0.16, -1.08, -3.95], [0.33, 0.25, -6.67], [6.06, -3.99, -0.22], [0.40, 0.16, -4.44], [-3.74, -2.45, 3.61], [2.47, 0.99, -4.51], [-1.35, -0.62, -5.75], [-2.07, -0.30, 3.80], [1.54, -0.40, 1.96], [-4.38, 4.29, -2.98], [-3.71, 3.34, -2.13], [-0.29, 0.33, -5.77], [-3.08, -0.10, 3.44], [3.85, 4.04, -0.16], [2.16, -0.22, -3.28]]}

=====

Arrangement b

{"formula": "C32H48O24", "method": "the ωB97M-V functional and the def2-TZVPD basis", "smiles": "C[C@H]1COC(=O)O1.C[C@H]1COC(=O)O1.C[C@H]1COC(=O)O1.C[C@H]1COC(=O)O1.C[C@H]1COC(=O)O1.C[C@H]1COC(=O)O1.C[C@H]1COC(=O)O1.C[C@H]1COC(=O)O1", "homo_lumo_gap_ev": 10.883, "spin_multiplicity": 1, "molar_mass_g_mol": 816.71, "homo_energy_ev": -10.631, "species": ["O", "H", "O", "H", "C", "H", "H", "O", "C", "C", "C", "H", "C", "H", "H", "H", "O", "O", "H", "C", "O", "H", "H", "H", "H", "H", "O", "C", "O", "O", "C", "H", "H", "C", "H", "O", "C", "C", "H", "C", "H", "O", "O", "C", "H", "H", "C", "H", "H", "H", "O", "C", "H", "H", "C", "H", "H", "C", "C", "O", "H", "C", "H", "H", "H", "C", "C", "H", "H", "O", "O", "H", "H", "H", "H", "O", "H", "C", "H", "C", "O", "H", "C", "H", "O", "H", "H", "O", "C", "O", "C", "C", "O", "C", "C", "H", "O", "H", "C", "O", "C", "H", "H", "C"], "coordinates": [[-12.38, -6.26, 15.85], [-3.92, 7.13, 16.52], [-1.55, 3.23, 22.60], [-9.08, -6.10, 15.80], [-4.57, 8.11, 14.67], [-11.84, 10.53, 11.84], [-11.88, -8.27, 13.92], [-10.78, 10.41, 14.45], [-6.15, 6.51, 14.42], [-11.86, 9.66, 14.39], [-11.59, 2.62, 23.43], [-5.25, 10.42, 22.70], [-19.14, 5.60, 15.71], [-19.90, 6.36, 15.90], [-7.05, 9.74, 25.19], [-9.79, 3.40, 19.61], [-17.02, 4.38, 18.14], [-12.73, -4.56, 17.30], [-1.84, 0.91, 25.93], [-10.79, 11.41, 13.50], [-16.12, -6.57, 26.54], [-10.93, 1.16, 20.75], [-5.32, 7.98, 16.61], [-15.16, -5.40, 25.37], [-10.70, 12.33, 14.07], [-19.60, 5.03, 14.90], [-11.38, 3.68, 22.62], [-16.07, -3.55, 26.40], [-4.43, 11.40, 27.15], [-11.63, 2.69, 24.68], [-11.99, -5.28, 16.61], [-12.59, 1.72, 20.95], [-19.60, 3.85, 16.78], [-6.25, 10.29, 23.11], [-4.93, 10.07, 13.71], [-18.05, 5.32, 20.01], [-9.76, 3.43, 20.70], [-6.12, 9.95, 24.66], [-17.21, 3.01, 16.82], [-4.71, 9.62, 14.68], [-5.84, 7.98, 25.59], [-17.54, -6.98, 28.22], [-10.69, -4.99, 16.49], [-17.19, -6.39, 27.26], [-16.51, -6.35, 24.44], [-6.83, 9.49, 22.66], [-12.06, 11.12, 12.73], [-18.24, 6.01, 15.24], [-16.57, -2.85, 27.07], [-10.36, -7.26, 13.42], [-18.98, 5.41, 17.99], [-17.41, 4.08, 16.85], [-15.37, -4.15, 26.98], [-9.31, 4.37, 21.03], [-18.05, 5.04, 18.82], [-17.67, -4.30, 24.98], [-16.87, 4.54, 16.02], [-4.82, 7.28, 15.93], [-17.05, -4.64, 25.81], [-11.58, 1.54, 22.69], [-9.83, 11.44, 13.00], [-16.16, -5.83, 25.33], [-9.06, 2.61, 20.82], [-11.81, 3.85, 20.59], [-3.80, 10.07, 15.06], [-3.27, 1.00, 24.58], [-5.25, 8.80, 25.18], [-5.08, 0.02, 23.79], [-3.64, 1.50, 25.47], [-12.12, 8.71, 15.13], [-12.75, 10.24, 13.60], [-15.54, -3.07, 25.58], [-12.12, 13.07, 11.76], [-12.80, 13.02, 13.34], [-13.80, 12.32, 12.02], [-1.23, 1.77, 24.20], [-3.60, -0.95, 23.63], [-4.76, 10.72, 26.26], [-1.53, -0.35, 24.67], [-12.79, 12.49, 12.39], [-5.54, 6.15, 15.55], [-11.90, -6.59, 13.32], [-11.34, -7.33, 13.90], [-9.85, -5.18, 14.64], [-5.65, 11.06, 25.32], [-6.79, 11.06, 22.57], [-4.70, 8.31, 24.38], [-3.09, 1.69, 23.40], [-10.09, -5.84, 15.48], [-17.75, -5.21, 26.87], [-11.57, 1.84, 21.31], [-1.81, 0.69, 24.86], [-5.55, 7.64, 13.91], [-1.95, 2.30, 23.33], [-18.85, 4.64, 16.83], [-5.54, 9.85, 15.36], [-4.38, 9.51, 26.02], [-10.88, -7.79, 15.82], [-11.16, 3.31, 21.28], [-6.97, 5.83, 13.88], [-11.13, -6.85, 15.33], [-4.21, -0.97, 25.05], [-3.62, 7.68, 14.33], [-4.13, -0.23, 24.26]]}

=====

Here is how they stack up, most stable first: arrangement a, arrangement b.

=====

Arrangement a

{"formula": "C5H12O2", "method": "the ωB97M-V functional and the def2-TZVPD basis", "homo_lumo_gap_ev": [9.394, 5.371], "spin_multiplicity": 2, "total_charge": 1, "molar_mass_g_mol": 104.15, "homo_energy_ev": [-15.209, -15.197], "species": ["H", "C", "H", "O", "H", "H", "O", "H", "C", "H", "H", "C", "H", "C", "H", "H", "C", "H", "H"], "coordinates": [[3.46, -0.36, 0.40], [0.88, -0.42, 0.95], [3.49, 0.79, -0.87], [-1.21, -1.42, 0.47], [-3.11, -0.79, -0.38], [0.72, 2.23, 0.01], [-3.76, -0.16, -0.71], [1.28, -1.42, 1.06], [0.79, 1.51, -0.81], [1.50, -0.53, -1.08], [-0.20, 1.33, -1.24], [1.47, 0.25, -0.32], [1.43, 2.02, -1.53], [2.94, 0.53, 0.02], [-1.16, 0.52, 0.84], [3.05, 1.31, 0.77], [-0.62, -0.44, 0.77], [-3.42, 0.18, -1.55], [1.05, 0.19, 1.84]]}

=====

Arrangement b

{"formula": "C5H12O2", "method": "the ωB97M-V functional and the def2-TZVPD basis", "homo_lumo_gap_ev": [10.160, 5.458], "spin_multiplicity": 2, "total_charge": 1, "molar_mass_g_mol": 104.15, "homo_energy_ev": [-14.490, -14.075], "species": ["H", "H", "H", "H", "O", "C", "H", "C", "H", "H", "C", "O", "H", "H", "H", "C", "C", "H", "H"], "coordinates": [[-3.18, -0.24, 0.84], [-0.52, 0.06, 2.66], [-0.95, 0.41, -2.40], [0.61, -1.24, -1.58], [-1.42, 0.13, 2.33], [-0.53, 1.12, -1.70], [-1.69, 1.05, 2.28], [0.73, -0.74, -0.61], [-0.14, -1.05, 0.01], [-0.74, 2.17, -1.80], [2.02, -0.97, 0.11], [-3.45, -0.33, -0.08], [3.71, 0.07, 0.90], [0.73, 1.52, -0.13], [3.14, 0.54, -0.80], [0.37, 0.69, -0.73], [3.03, -0.10, 0.07], [2.02, -1.84, 0.76], [-3.73, -1.25, -0.11]]}

=====

Here is how they stack up, most stable first: arrangement a, arrangement b.